Record 1
Formula: C37H57FN2OsP
Source: the OMol25 dataset
Level of theory: ωB97M-V/def2-TZVPD

Geometry as XYZ:
```
99
Properties=species:S:1:pos:R:3:lowdin_spin:R:1
Os 0.85384 -1.60927 -1.02959 2.14
N 0.13989 -3.48415 -1.78715 0.12
C -0.78848 -4.20991 -0.90199 0.01
C -0.64858 -3.77671 0.54888 0.01
N 0.08851 -2.47331 0.76685 0.10
H -0.16695 -3.38591 -2.78416 0.01
H 0.98098 -4.01805 -1.83587 0.01
H -0.61739 -5.31498 -1.01381 0.00
H -1.78923 -4.18144 -1.30228 0.00
H -0.21874 -4.55259 1.18317 0.00
H -1.65211 -3.71166 0.98125 0.00
H 0.94381 -2.69480 1.24019 0.01
H -0.42386 -1.76909 1.28164 0.02
C -3.96421 -1.81765 3.37772 0.00
C -2.62328 -1.25416 3.95358 0.00
C -2.74188 -0.83335 5.48513 0.00
C -1.90943 -0.16272 3.21653 0.02
C -0.51181 -0.25845 3.13848 0.29
C 0.25476 0.67399 2.44687 0.15
C 1.74665 0.90914 2.84414 0.03
C 2.11816 2.34476 3.33136 0.01
C 2.27300 -0.09439 3.91851 0.00
C -0.45329 1.39826 1.42281 0.02
C -1.85020 1.56946 1.55224 0.21
C -2.55954 0.80847 2.51529 0.17
C -2.77362 2.41447 0.57954 0.03
C -4.10822 1.79167 0.20613 0.01
C -3.07294 3.91376 1.05983 0.02
C 0.32350 2.16155 0.33243 0.01
C 0.50488 3.42798 0.85319 0.00
C 1.18684 4.38104 0.15224 0.01
C 1.52204 4.13074 -1.15919 0.00
C 1.15930 2.93046 -1.81410 0.01
C 0.59509 1.86985 -1.05635 0.05
P 0.32235 0.27603 -2.06684 0.17
C -1.46503 0.19248 -2.69131 0.01
C -1.71348 -0.56512 -4.00700 0.00
C -2.34175 -0.46077 -1.56610 0.02
C -1.92919 1.68315 -2.87133 0.00
C 1.59175 0.37074 -3.55660 0.05
C 1.89530 -1.06981 -4.11683 0.02
C 2.96938 0.83267 -2.93276 0.01
C 1.04565 1.31884 -4.68252 0.01
H -3.85192 -2.89663 3.29203 0.00
H -4.13787 -1.34678 2.40185 0.00
H -4.83781 -1.60660 4.02670 0.00
H -1.85961 -2.08284 3.86515 0.00
H -3.37264 0.03718 5.51958 0.00
H -1.74023 -0.54178 5.80501 0.00
H -3.08411 -1.63450 6.11871 0.00
H -0.00536 -1.05041 3.63524 0.01
H 2.26987 0.90245 1.87128 0.01
H 1.31666 3.11596 3.24058 0.00
H 2.97456 2.75952 2.85065 0.00
H 2.44395 2.32411 4.36611 0.00
H 1.71836 -0.03834 4.84438 0.00
H 3.28388 0.17666 4.19138 0.00
H 2.30510 -1.14148 3.55174 0.00
H -3.62628 0.97829 2.78468 0.00
H -2.26215 2.50065 -0.40820 0.00
H -4.01353 0.75774 -0.16736 0.00
H -4.49662 2.37292 -0.69635 0.00
H -4.87239 1.81583 0.98718 0.00
H -3.45422 3.84054 2.08396 0.00
H -3.77086 4.34702 0.32098 0.00
H -2.12622 4.48548 1.04275 0.00
H 0.00820 3.63593 1.81530 0.00
H 1.31558 5.28561 0.69257 0.00
H 2.07477 4.86403 -1.74269 0.00
H 1.42657 2.89729 -2.84572 0.00
H -1.33023 -1.55148 -3.85782 0.00
H -1.28257 0.02344 -4.87796 0.00
H -2.78080 -0.70102 -4.04736 0.00
H -3.43621 -0.47206 -1.78029 0.00
H -2.18783 0.16000 -0.62500 0.00
H -1.95586 -1.46195 -1.34859 0.01
H -2.02360 2.04033 -3.89582 0.00
H -1.43932 2.51831 -2.31559 0.00
H -2.90533 1.55110 -2.46699 0.00
H 2.11759 -1.70767 -3.23218 0.01
H 2.76114 -1.02757 -4.80195 0.00
H 1.02906 -1.42008 -4.67536 0.00
H 3.35632 1.72111 -3.45456 0.00
H 3.62047 -0.04561 -2.76865 0.00
H 2.81023 1.15822 -1.93623 0.00
H -0.01298 1.62312 -4.61288 0.00
H 1.17579 0.69861 -5.62277 0.00
H 1.61170 2.28366 -4.71786 0.00
F 6.86266 -2.82513 -0.90454 0.02
C 5.56470 -2.73076 -0.46561 0.05
C 4.71955 -3.81925 -0.54153 0.00
C 3.36043 -3.54206 -0.68334 0.04
C 2.77822 -2.25375 -0.62597 0.01
C 3.72533 -1.20124 -0.36101 0.06
C 5.08346 -1.41436 -0.24508 0.00
H 5.11122 -4.83014 -0.56145 0.00
H 2.73449 -4.44656 -0.88658 0.00
H 3.33971 -0.18715 -0.23514 0.01
H 5.77447 -0.59906 -0.11158 0.00
```

The value obtained for the electronic energy is -2084.22262 Eh. Its spin multiplicity is 5. The charge is +3. The maximum force comes out at 3.501 eV/A.


Record 2
Formula: C16H58N2O13
Source: the OMol25 dataset
Level of theory: ωB97M-V/def2-TZVPD

Geometry as XYZ:
```
89
Properties=species:S:1:pos:R:3:lowdin_charge:R:1
C -1.52371 8.16054 -9.46338 -0.08
C -1.28822 6.85357 -8.64839 -0.27
O -2.54179 6.16886 -8.68389 -0.12
H -2.21883 8.78936 -8.89816 0.05
H -1.93545 7.97586 -10.43770 0.07
H -0.59392 8.61603 -9.78046 0.06
H -1.05193 7.04211 -7.55383 0.12
H -0.47231 6.30354 -9.05216 0.09
H -3.21046 6.77861 -8.37845 -0.01
C -5.91094 0.70392 -8.25860 -0.08
C -5.94050 0.15407 -6.88403 -0.33
O -4.69012 0.39672 -6.42076 -0.04
H -5.93766 1.83605 -8.23332 0.07
H -6.77566 0.42571 -8.90141 0.09
H -4.98963 0.54561 -8.85922 0.10
H -6.18438 -0.87933 -6.71475 0.13
H -6.77939 0.61959 -6.37850 0.10
H -4.72686 0.29517 -5.51798 0.02
C -5.03281 5.44030 -3.07342 -0.08
C -3.54083 5.29149 -2.84792 -0.29
O -2.92794 5.24887 -4.12805 -0.07
H -5.32522 6.09883 -3.86754 0.06
H -5.53973 5.64636 -2.14522 0.08
H -5.49001 4.53627 -3.44037 0.03
H -3.25085 4.34522 -2.42895 0.10
H -3.19780 6.09691 -2.15895 0.12
H -2.32328 4.51893 -4.01095 0.06
C -5.01093 8.20891 -9.18932 -0.62
O -4.38212 9.36412 -9.63959 -0.13
N -4.76294 7.74031 -8.00287 0.15
N -6.06405 7.71211 -9.76706 0.17
H -4.08461 8.23567 -7.40418 0.16
H -5.39693 6.99255 -7.63726 0.09
H -6.29209 8.08167 -10.71048 0.15
H -6.52832 6.83097 -9.40896 0.09
C -8.61448 2.70273 -7.09456 -0.12
O -8.99077 1.48267 -7.80432 -0.13
H -8.29264 2.28483 -6.11746 0.08
H -9.37897 3.51094 -7.05236 0.08
H -7.80390 3.15885 -7.73182 0.07
H -8.18501 1.06090 -8.05356 -0.01
C -8.44987 5.50098 -9.24204 -0.15
O -7.18655 5.11261 -9.75832 -0.14
H -8.56924 6.58015 -9.43656 0.08
H -8.41132 5.30229 -8.18818 0.03
H -9.33763 5.00826 -9.62129 0.09
H -7.23436 4.15025 -9.89376 0.09
C -9.23782 5.25306 -4.64146 -0.13
O -8.09252 4.51382 -4.79428 -0.14
H -9.65523 5.37724 -5.65481 0.09
H -8.95255 6.19057 -4.18989 0.06
H -9.88371 4.72185 -3.99877 0.08
H -7.86717 4.03287 -3.99449 0.10
C -7.20970 8.19845 -3.77681 -0.18
O -6.73191 9.38894 -4.36140 -0.13
H -8.26367 8.25335 -3.42361 0.09
H -6.60009 7.88673 -2.97035 0.06
H -7.15834 7.47705 -4.57242 0.04
H -7.14829 9.45415 -5.25804 0.04
C -4.48530 3.67447 -10.37055 -0.16
O -3.22521 3.39726 -10.93620 -0.10
H -4.42765 4.20971 -9.48616 0.03
H -4.88661 2.73633 -10.10573 0.04
H -5.14495 4.25933 -11.07953 0.10
H -2.56403 3.32185 -10.24395 0.07
C -5.02411 1.51169 -3.30352 -0.13
O -5.56882 0.25548 -3.75951 -0.09
H -3.98365 1.52665 -3.13978 0.06
H -5.46570 1.88387 -2.39321 0.08
H -4.98375 2.29652 -4.07775 0.07
H -5.29394 -0.46765 -3.21367 0.09
C -2.34933 2.43594 -6.15950 -0.14
O -2.91956 2.17720 -7.42230 -0.12
H -2.39798 3.44423 -5.94345 0.04
H -1.38169 1.96696 -6.09797 0.08
H -2.95952 1.92968 -5.41814 0.06
H -3.63647 1.52021 -7.26848 0.03
C -5.25830 4.61954 -6.72263 -0.11
O -6.34301 5.49407 -6.63625 -0.12
H -5.70206 3.81441 -7.24622 0.05
H -4.97763 4.19170 -5.81403 0.05
H -4.36341 4.98818 -7.23098 0.09
H -6.95393 5.04951 -6.11820 -0.01
C -7.87285 8.28650 -7.17379 -0.11
O -8.41933 9.40001 -6.43506 -0.11
H -8.54274 7.45330 -7.15318 0.06
H -6.88232 8.01393 -6.74922 0.07
H -7.76073 8.55989 -8.21298 0.07
H -9.21239 9.14804 -5.97012 0.09
```

For the energy relative to the best compared isomer or geometry (same formula, charge and spin), the calculation gives 185.68 kJ/mol. The value obtained for the electronic energy is -1731.73586 Eh. The charge is 0. The maximum force comes out at 9.132 eV/A.


Record 3
Formula: C6H11NO2S
Source: the OMol25 dataset
Level of theory: ωB97M-V/def2-TZVPD

Geometry as XYZ:
```
21
Properties=species:S:1:pos:R:3:lowdin_charge:R:1
C -0.61807 1.55471 -0.56032 -0.26
C 1.66595 -1.29483 -0.34648 -0.17
C 0.72932 1.09014 -0.06722 -0.27
C 1.14995 -0.13807 -0.33189 -0.03
C 1.65992 -2.35692 0.70713 -0.10
C 1.48642 2.24855 0.52835 -0.06
N -3.42504 -1.12238 -0.75790 -0.17
O -2.15955 -0.36363 1.09326 -0.44
O -1.47018 0.56904 -1.08475 -0.36
S -1.86259 -0.87327 -0.21433 0.90
H -1.10896 1.99240 0.32421 0.12
H -0.50042 2.30197 -1.36720 0.14
H 2.27110 -1.48964 -1.23994 0.11
H 1.22152 -3.34471 0.38970 0.09
H 2.64938 -2.71632 1.01121 0.07
H 1.26263 -2.04336 1.67860 0.08
H 1.84282 3.04758 -0.14855 0.08
H 2.27831 2.06098 1.31667 0.10
H 0.76737 2.83288 1.14492 0.08
H -3.71302 -1.47406 -1.65225 0.05
H -4.12685 -0.48106 -0.42324 0.06
```

For the energy relative to the best compared isomer or geometry (same formula, charge and spin), the calculation gives 241.25 kJ/mol. The value obtained for the electronic energy is -838.53215 Eh. The charge is 0. The maximum force comes out at 4.067 eV/A.


Q: Look up the charge of the second one.
A: 0


Q: The highest charge belongs to which entry?
A: C37H57FN2OsP


Q: Which value of charge does entry 2 give?
A: 0


Q: Among the records above, which one has the lowest maximum force?
A: C37H57FN2OsP